# C35H22Br2IrN4O9P

A molecular structure, C35H22Br2IrN4O9P (wB97M-V/def2-TZVPD, the OMol25 dataset).

## Properties
Expectation value of S²   0.754
Electronic energy   -7836.42392 hartree
Charge   +1
HOMO level (alpha / beta)   -0.406 / -0.404 Eh
HOMO-LUMO gap (alpha / beta)   6.864 / 5.685 eV
Energy above the lowest of the compared OMol25 structures with the same formula, charge and spin   3.008 eV
Maximum force   0.96 eV/Å
2S+1   2

Geometry as XYZ:
```
74
C35H22Br2IrN4O9P wB97M-V/def2-TZVPD
Ir -0.8138 -0.1022 -0.9427
O -3.3931 1.4924 -1.2947
N -2.5321 1.1141 -0.3035
C -2.6659 1.8721 0.7106
C -2.0089 1.8178 2.0012
C -2.4800 2.7528 2.9302
C -2.0197 2.7626 4.2314
C -1.0816 1.8221 4.6304
C -0.5999 0.9024 3.7173
C -1.0430 0.8957 2.3950
P -0.2560 -0.3499 1.3324
C 1.4945 -0.0647 1.7032
C 2.2364 -0.7970 2.6244
C 3.5393 -0.4197 2.9225
C 4.0985 0.6957 2.3209
C 3.3452 1.4537 1.4321
C 2.0521 1.0765 1.1266
C -0.8932 -1.8854 2.0685
C -0.1696 -3.0427 2.3548
C -0.8074 -4.1547 2.8823
C -2.1733 -4.1314 3.1184
C -2.9047 -2.9871 2.8330
C -2.2694 -1.8719 2.3163
H -3.2333 0.8518 -2.0198
H -3.4148 2.6482 0.5880
H -3.2224 3.4734 2.6135
H -2.3953 3.4943 4.9330
H -0.7173 1.8090 5.6486
H 0.1446 0.1866 4.0416
H 1.8104 -1.6403 3.1466
H 4.1102 -0.9978 3.6362
H 5.1143 0.9854 2.5532
H 3.7669 2.3413 0.9791
H 1.4712 1.6865 0.4466
H 0.8974 -3.0936 2.1863
H -0.2309 -5.0409 3.1106
H -2.6671 -5.0016 3.5290
H -3.9697 -2.9591 3.0174
H -2.8540 -0.9836 2.1082
O 2.3491 -0.4760 -3.1223
C 1.7636 0.1707 -2.3077
O 1.0999 -0.4298 -1.2775
C 1.7944 1.6554 -2.1592
C 2.9756 2.3599 -2.3215
C 2.9860 3.7155 -2.0469
C 1.8610 4.4013 -1.6236
C 0.6981 3.6788 -1.4885
C 0.6216 2.3153 -1.7698
O -0.5655 1.7188 -1.7226
N -0.5339 4.3055 -0.9856
O -1.1810 4.9803 -1.7445
O -0.8046 4.0717 0.1813
N 4.2502 4.4613 -2.1825
O 4.2092 5.6584 -1.9938
O 5.2429 3.8230 -2.4592
H 3.8803 1.8595 -2.6368
H 1.9138 5.4597 -1.4114
Br -3.3301 -0.0229 -5.2257
C -2.2928 -1.4162 -4.5128
C -1.9030 -2.5063 -5.3187
C -1.1505 -3.5259 -4.8077
Br -0.6440 -4.9514 -5.9345
C -0.7245 -3.5174 -3.4488
C 0.0846 -4.4919 -2.8284
C 0.4552 -4.3157 -1.5240
C 0.0433 -3.1685 -0.8326
N -0.7355 -2.2542 -1.3609
C -1.1226 -2.4252 -2.6660
C -1.9221 -1.3827 -3.1973
O -2.2677 -0.4600 -2.3040
H -2.2073 -2.5214 -6.3556
H 0.4179 -5.3505 -3.3945
H 1.0879 -5.0288 -1.0165
H 0.3858 -3.0010 0.1715
```

Charges computed using Löwdin, reported in e: Ir 1.533; O 0.000; N -0.133; C -0.069; C -0.202; C -0.004; C -0.032; C -0.033; C -0.054; C -0.278; P 1.043; C -0.336; C -0.082; C -0.053; C -0.045; C -0.039; C -0.082; C -0.339; C -0.118; C -0.051; C -0.047; C -0.047; C -0.075; H 0.059; H 0.156; H 0.128; H 0.120; H 0.119; H 0.113; H 0.091; H 0.115; H 0.117; H 0.114; H 0.091; H 0.097; H 0.117; H 0.117; H 0.117; H 0.109; O 0.172; C -0.485; O -0.230; C -0.064; C 0.092; C -0.115; C 0.105; C -0.064; C -0.278; O -0.178; N -0.335; O 0.154; O 0.094; N -0.350; O 0.098; O 0.098; H 0.146; H 0.147; Br 0.856; C -0.592; C -0.136; C -0.607; Br 0.832; C -0.166; C 0.015; C 0.002; C -0.088; N 0.002; C -0.135; C -0.363; O -0.264; H 0.107; H 0.095; H 0.121; H 0.079